1.
Formula: C28H48BF7N9O9P2S
Source: OMol25
Level of theory: ωB97M-V/def2-TZVPD

Summary:
orbital gap = 4.89 eV
charge = +1

Element x y z (Å)
C: 0.534 5.197 -4.024
C: 0.548 3.750 -3.999
C: 0.963 2.647 -2.811
P: 2.420 1.721 -3.632
C: 2.847 2.606 -5.331
O: 3.952 1.838 -2.811
O: -0.180 1.750 -2.841
C: -0.190 0.583 -1.973
S: -2.095 0.573 -1.662
C: 0.073 -0.615 -3.007
C: -0.787 -1.971 -3.041
N: -1.103 -2.726 -1.807
N: -2.027 -1.821 -3.952
N: 0.087 -2.956 -3.864
C: 0.604 0.718 -0.541
B: 1.498 -0.637 -0.110
O: 1.594 -1.944 -0.756
N: 2.348 -0.757 1.181
C: 3.576 -1.657 0.918
C: 1.614 -1.503 2.269
P: -0.834 0.648 0.726
O: -0.932 1.771 1.958
O: -1.328 -0.900 1.224
N: 1.440 2.012 -0.401
C: 1.953 2.342 0.964
C: 3.616 2.546 1.040
F: 4.397 1.373 0.637
C: 1.006 3.180 -1.287
C: 1.902 4.556 -1.088
C: 3.219 4.733 -2.022
O: 3.612 6.179 -1.951
C: -0.491 3.798 -0.858
O: -0.501 4.305 0.413
C: -1.833 4.207 -1.588
F: -1.712 5.694 -1.874
F: -2.320 3.620 -2.814
C: -3.145 4.179 -0.543
F: -3.220 5.441 0.287
F: -3.138 2.942 0.325
C: -4.605 4.139 -1.305
F: -5.596 4.260 -0.163
F: -4.948 2.799 -1.896
C: -4.927 5.409 -2.281
O: -6.013 6.185 -2.000
O: -4.205 5.805 -3.504
H: -0.482 5.759 -4.306
H: 1.448 5.934 -3.807
H: 0.157 3.214 -4.995
H: 3.067 3.744 -5.195
H: 3.808 2.119 -5.817
H: 1.936 2.534 -6.091
H: 4.676 2.031 -3.500
H: -2.524 -0.653 -1.183
H: 1.231 -0.911 -3.077
H: -0.095 -0.215 -4.131
H: -2.111 -2.760 -1.542
H: -0.757 -3.714 -1.822
H: -2.188 -0.819 -4.195
H: -2.859 -2.280 -3.527
H: 0.494 -2.368 -4.622
H: 0.919 -3.194 -3.246
H: 2.262 -1.984 -1.500
H: 4.293 -1.445 1.850
H: 3.282 -2.809 1.034
H: 4.088 -1.434 -0.115
H: 2.321 -1.934 3.124
H: 0.778 -0.882 2.814
H: 1.092 -2.468 1.800
H: -1.608 1.472 2.633
H: -1.305 -1.621 0.540
H: 2.350 1.674 -0.847
H: 1.594 3.382 1.428
H: 1.647 1.606 1.839
H: 3.979 3.503 0.473
H: 3.829 2.737 2.199
H: 1.221 5.499 -1.385
H: 2.227 4.832 -0.008
H: 3.092 4.498 -3.158
H: 4.154 4.143 -1.603
H: 4.592 6.191 -1.741
H: -4.937 5.986 -4.182
C: 0.324 -5.866 2.990
C: 1.431 -4.911 3.166
N: 2.305 -4.156 3.306
H: 0.240 -6.549 3.842
H: -0.639 -5.355 2.888
H: 0.460 -6.482 2.094
C: -3.747 -2.858 3.273
C: -3.032 -3.507 4.384
N: -2.467 -4.020 5.262
H: -3.056 -2.377 2.573
H: -4.341 -3.577 2.699
H: -4.435 -2.084 3.632
C: -5.110 -5.589 7.325
C: -5.729 -5.286 6.024
N: -6.218 -5.047 4.996
H: -5.510 -4.953 8.121
H: -5.284 -6.629 7.623
H: -4.026 -5.436 7.302
C: 2.884 -8.374 6.061
C: 1.961 -8.606 4.938
N: 1.231 -8.790 4.051
H: 2.772 -7.366 6.475
H: 2.712 -9.080 6.880
H: 3.930 -8.483 5.754



2.
Formula: C28H48BMnO26
Source: OMol25
Level of theory: ωB97M-V/def2-TZVPD

Summary:
multiplicity = 7
expectation value of S² = 12.01
orbital gap (alpha / beta) = 2.33 / 6.29 eV

Element x y z (Å)
Mn: -0.512 0.382 -0.418
O: 1.133 -1.230 0.354
C: 1.678 -1.997 1.144
O: 2.315 -1.682 2.230
B: 2.696 -2.939 2.925
O: 2.248 -4.034 2.083
C: 1.628 -3.514 1.016
O: 0.926 -4.153 0.217
O: 2.118 -3.110 4.264
C: 2.976 -2.847 5.134
O: 2.779 -2.915 6.369
C: 4.384 -2.729 4.363
O: 4.164 -2.827 3.097
O: 5.487 -2.614 4.911
C: -4.871 3.783 -2.117
C: -3.627 3.038 -1.732
O: -2.445 3.691 -2.233
C: -1.237 3.218 -2.002
O: -0.961 2.298 -1.195
O: -0.292 3.793 -2.729
C: -0.596 4.748 -3.775
H: -4.666 4.371 -3.012
H: -5.007 4.517 -1.323
H: -5.765 3.160 -2.086
H: -3.654 1.992 -2.038
H: -3.603 3.021 -0.642
H: 0.309 4.735 -4.381
H: -0.761 5.759 -3.400
H: -1.404 4.405 -4.421
C: 3.259 -3.335 -3.286
C: 2.178 -2.652 -2.596
O: 1.792 -1.654 -3.438
C: 0.780 -0.762 -3.305
O: 0.232 -0.457 -2.235
O: 0.470 -0.368 -4.557
C: -0.269 0.800 -4.722
H: 3.045 -4.009 -4.115
H: 3.727 -4.072 -2.633
H: 3.945 -2.595 -3.699
H: 2.504 -2.121 -1.702
H: 1.352 -3.339 -2.411
H: -0.465 1.109 -5.749
H: 0.215 1.622 -4.195
H: -1.293 0.702 -4.360
C: 0.745 1.691 5.796
C: 1.658 1.254 4.610
O: 1.066 0.762 3.356
C: 0.381 1.511 2.547
O: 0.045 1.210 1.413
O: 0.030 2.730 3.071
C: -0.301 3.886 2.311
H: 0.657 2.777 5.753
H: 1.321 1.699 6.721
H: -0.116 1.091 6.090
H: 2.363 0.467 4.880
H: 2.288 2.115 4.388
H: 0.575 4.412 1.932
H: -0.936 4.581 2.861
H: -0.792 3.639 1.371
C: -2.938 -3.423 -4.509
C: -3.655 -2.201 -3.950
O: -2.826 -1.422 -3.027
C: -3.228 -0.784 -1.917
O: -2.449 0.008 -1.354
O: -4.445 -1.095 -1.499
C: -5.060 -0.262 -0.413
H: -2.344 -3.872 -3.712
H: -2.290 -3.076 -5.314
H: -3.606 -4.164 -4.949
H: -4.533 -2.503 -3.378
H: -3.994 -1.558 -4.762
H: -4.725 -0.416 0.612
H: -6.148 -0.304 -0.385
H: -4.777 0.734 -0.755
C: -1.623 -1.986 5.032
C: -1.298 -1.542 3.580
O: -2.190 -2.277 2.748
C: -2.130 -1.989 1.429
O: -1.578 -0.994 0.978
O: -2.870 -2.871 0.740
C: -3.195 -4.209 1.298
H: -1.467 -3.034 5.286
H: -2.670 -1.785 5.260
H: -1.062 -1.495 5.827
H: -0.220 -1.480 3.433
H: -1.704 -0.530 3.572
H: -4.171 -4.258 1.782
H: -2.402 -4.620 1.924
H: -3.370 -4.827 0.418
C: 5.020 3.542 0.895
C: 3.838 2.637 0.610
O: 3.945 2.008 -0.631
C: 2.949 1.455 -1.239
O: 1.751 1.597 -0.932
O: 3.302 0.753 -2.346
C: 4.655 0.272 -2.540
H: 5.062 4.478 0.338
H: 5.933 2.947 0.850
H: 4.997 3.888 1.928
H: 2.892 3.178 0.620
H: 3.702 1.910 1.411
H: 4.959 -0.317 -1.675
H: 5.336 1.121 -2.490
H: 4.732 -0.247 -3.495



3.
Formula: C28H48Br6O16S2
Source: OMol25
Level of theory: ωB97M-V/def2-TZVPD

Summary:
orbital gap = 9.36 eV

Element x y z (Å)
O: 2.492 5.544 -22.116
C: 2.824 6.690 -22.062
O: 1.925 7.711 -22.075
C: 2.635 8.960 -21.983
C: 3.929 8.578 -21.271
C: 4.237 7.257 -21.908
H: 2.026 9.679 -21.436
H: 2.826 9.475 -22.930
H: 3.697 8.400 -20.219
H: 4.696 9.350 -21.346
H: 4.805 6.534 -21.323
H: 4.698 7.225 -22.895
O: 12.731 11.794 -19.630
C: 12.343 11.497 -20.723
O: 11.237 12.070 -21.239
C: 10.953 11.581 -22.540
C: 11.887 10.438 -22.827
C: 12.959 10.535 -21.745
H: 10.858 12.365 -23.296
H: 9.916 11.219 -22.552
H: 12.347 10.589 -23.809
H: 11.417 9.458 -22.880
H: 13.945 10.876 -22.043
H: 13.064 9.586 -21.218
O: 1.549 13.819 -25.237
C: 0.754 14.226 -26.028
O: 0.953 15.349 -26.757
C: -0.253 15.750 -27.410
C: -1.351 15.022 -26.611
C: -0.659 13.715 -26.325
H: -0.268 15.443 -28.462
H: -0.380 16.830 -27.465
H: -2.130 14.886 -27.371
H: -1.688 15.568 -25.737
H: -0.653 12.955 -27.103
H: -0.941 13.227 -25.391
O: 6.406 10.396 -30.737
C: 5.803 10.552 -29.713
O: 5.438 9.528 -28.928
C: 4.993 10.062 -27.651
C: 4.345 11.367 -28.057
C: 5.228 11.896 -29.190
H: 5.832 10.275 -26.996
H: 4.270 9.371 -27.230
H: 4.282 12.059 -27.212
H: 3.316 11.303 -28.415
H: 6.090 12.521 -28.962
H: 4.631 12.386 -29.952
O: -0.030 9.884 -18.852
C: 0.365 11.010 -18.859
O: 1.143 11.479 -19.849
C: 1.252 12.893 -19.659
C: 1.207 13.046 -18.153
C: 0.038 12.088 -17.818
H: 0.453 13.437 -20.171
H: 2.171 13.335 -20.047
H: 1.214 14.102 -17.891
H: 2.097 12.553 -17.755
H: -0.921 12.518 -18.096
H: 0.074 11.610 -16.847
O: 5.134 11.198 -24.541
S: 6.123 12.249 -24.572
O: 6.480 12.825 -25.845
O: 5.656 13.472 -23.639
C: 4.277 13.898 -23.661
C: 3.461 13.125 -22.621
C: 7.614 11.806 -23.666
H: 3.876 13.652 -24.649
H: 4.229 14.983 -23.632
H: 3.412 12.099 -22.983
H: 2.429 13.431 -22.486
H: 4.096 13.133 -21.732
H: 8.195 12.720 -23.563
H: 8.126 11.073 -24.279
H: 7.368 11.494 -22.654
O: -0.494 15.555 -18.361
S: -1.274 16.638 -18.877
O: -0.899 17.980 -18.587
O: -1.388 16.575 -20.506
C: -1.569 15.263 -21.087
C: -0.665 15.098 -22.290
C: -3.045 16.300 -18.464
H: -2.637 15.153 -21.274
H: -1.276 14.477 -20.387
H: -0.920 14.205 -22.868
H: 0.359 14.953 -21.956
H: -0.797 15.886 -23.033
H: -3.139 16.754 -17.483
H: -3.249 15.233 -18.446
H: -3.560 16.732 -19.316
C: 5.886 6.718 -25.593
Br: 6.921 6.562 -27.259
Br: 6.198 8.408 -24.758
Br: 6.356 5.246 -24.379
H: 4.871 6.643 -25.956
C: 11.267 13.817 -26.251
Br: 13.191 13.631 -26.042
Br: 10.378 12.141 -25.929
Br: 10.842 14.500 -28.008
H: 10.883 14.470 -25.481